Entry 1:
50
Properties=species:S:1:pos:R:3 method="wB97M-V/def2-TZVPD" largest_force_ev_per_a=1.73 lumo_energy_ha=0.0084
H -0.35913 3.01812 -0.23204
N 0.04591 1.74835 -1.88554
B 0.65654 0.83929 -4.20864
N 0.50129 2.00660 -3.18218
C 0.65479 3.33501 -3.35340
Ca -0.63698 -0.36235 -0.89041
H 0.97007 3.72519 -4.31519
C 0.33460 3.97361 -2.15555
H 0.36312 5.02674 -1.94825
C -0.03925 2.93916 -1.26462
H 1.11047 1.22067 -5.24131
C -2.34582 -2.75263 0.32053
H -2.67705 -3.15097 1.28303
H -1.30749 -3.05280 0.19397
H -2.96454 -3.14292 -0.49098
N -0.77938 0.24148 -4.35969
N 1.51566 -0.29548 -3.57529
N -1.44562 -0.25776 -3.24116
N 1.21329 -0.79648 -2.31271
C -1.55288 0.11940 -5.45473
C 2.56125 -0.96889 -4.09363
H -1.18449 0.46559 -6.41168
H 2.90654 -0.73376 -5.09415
C -2.75438 -0.47453 -5.07056
C 2.99908 -1.89915 -3.14845
C -2.64498 -0.68081 -3.68125
C 2.13427 -1.74298 -2.03923
H -3.58387 -0.72649 -5.70476
H 3.81689 -2.58472 -3.23909
H -3.37500 -1.10995 -2.99928
H 2.15104 -2.25313 -1.08531
H -2.44863 -1.66102 0.38299
C 0.29947 0.91738 7.74538
C 0.31381 0.48026 6.30657
C 0.35822 -0.88492 6.00534
C 0.38642 -1.32978 4.68673
C 0.37364 -0.40364 3.64293
C 0.31390 0.96037 3.92265
C 0.28645 1.39690 5.24775
S 0.42603 -1.02309 1.96168
O 1.67344 -0.58543 1.34452
O 0.21768 -2.45212 2.05762
O -0.75188 -0.29314 1.34139
H -0.56700 0.49844 8.27063
H 1.18623 0.56099 8.28281
H 0.26514 2.00532 7.84355
H 0.39482 -1.61133 6.81862
H 0.42355 -2.38730 4.46082
H 0.29837 1.67032 3.10054
H 0.26638 2.46839 5.45904

***

Entry 2:
8
Properties=species:S:1:pos:R:3 method="wB97M-V/def2-TZVPD" largest_force_ev_per_a=2.73 smiles="C1=CC=1.S" lumo_energy_ha=0.0292
C -1.02628 -0.45160 0.27910
C -1.74120 0.11097 -0.70645
C -2.08743 0.38056 0.65154
S 2.60698 -0.18994 0.07932
H -0.31505 -1.08411 0.66859
H -1.95241 0.18894 -1.79475
H 1.59806 -0.01177 0.85140
H 2.91733 1.05694 -0.02875

***

Entry 3:
8
Properties=species:S:1:pos:R:3 method="wB97M-V/def2-TZVPD" largest_force_ev_per_a=2.97 lumo_energy_ha="-0.0287 / -0.0253"
C 0.03147 0.46792 -0.93576
P -0.27782 -0.92703 0.19360
S 1.68604 -1.27011 0.94145
H 0.69550 0.08160 -1.77312
H 0.49099 1.23587 -0.34835
H -0.79832 0.69971 -1.62837
H -1.17842 1.04224 1.73569
H 1.19707 -1.57929 2.14641

***

Entry 4:
19
Properties=species:S:1:pos:R:3 method="wB97M-V/def2-TZVPD" largest_force_ev_per_a=3.38 smiles=C1CCCC1.C#C lumo_energy_ha=0.0403
C 0.77481 1.00610 -3.60785
C 1.25823 0.54692 -2.60606
C 0.82017 0.38831 0.85414
C 0.39278 -0.76083 0.02554
C -1.01739 -1.18250 0.49440
C -1.30225 -0.31170 1.71589
C -0.47637 1.00429 1.23615
H 0.76863 1.54199 -4.66053
H 1.70256 0.02977 -1.78414
H 1.19979 -0.13766 1.79685
H 1.63129 1.04850 0.36433
H 1.03105 -1.62498 0.17276
H 0.42483 -0.63657 -1.08495
H -1.04205 -2.37864 0.73741
H -1.71776 -1.01511 -0.29656
H -0.74795 -0.73934 2.61446
H -2.31768 -0.02422 1.80865
H -0.50983 1.87083 1.98035
H -0.87285 1.37483 0.23915

***

Entry 5:
74
Properties=species:S:1:pos:R:3 method="wB97M-V/def2-TZVPD" largest_force_ev_per_a=2.75 smiles=CCCOCc1ccc2nc(CCCCSc3nnco3)c(CCCF)nc2c1.CCO.CCO lumo_energy_ha=0.0027
C 6.22879 -0.74721 1.93964
C 7.54209 -1.29412 1.37166
C 7.41796 -1.94797 -0.02771
O 6.11551 -1.88130 -0.57985
C 5.89231 -0.72444 -1.36055
C 4.45957 -0.71061 -1.79987
C 4.09243 -1.30315 -3.02963
C 2.78216 -1.34429 -3.43387
C 1.77905 -0.79315 -2.61503
N 0.47340 -0.84241 -3.00839
C -0.42729 -0.32733 -2.22078
C -1.86566 -0.36526 -2.67579
C -2.26809 -1.64146 -3.42351
C -3.12431 -2.53972 -2.53422
C -2.23535 -3.26844 -1.51515
S -2.81117 -3.00084 0.19036
C -1.30837 -2.54686 0.91650
N -0.12445 -3.03479 0.75064
N 0.70591 -2.30325 1.59929
C -0.04882 -1.46349 2.20374
O -1.35149 -1.54184 1.82911
C -0.06410 0.28933 -0.96215
C -1.12196 0.86996 -0.06310
C -0.58733 1.44843 1.23978
C -1.65672 2.21301 1.97459
F -2.73148 1.35677 2.27811
N 1.17995 0.34813 -0.58168
C 2.13795 -0.19606 -1.38735
C 3.48663 -0.16514 -0.99582
H 5.37406 -1.33120 1.61395
H 6.07527 0.29433 1.66206
H 6.25552 -0.77821 3.02798
H 8.26346 -0.48096 1.31525
H 7.93904 -2.03776 2.05861
H 8.12646 -1.49019 -0.72275
H 7.66478 -3.00575 0.02971
H 6.55073 -0.73909 -2.23650
H 6.12240 0.17686 -0.78296
H 4.86263 -1.73696 -3.65235
H 2.48397 -1.79571 -4.36953
H -2.51475 -0.25311 -1.80955
H -2.04932 0.51585 -3.29440
H -1.37658 -2.19048 -3.72086
H -2.80140 -1.41030 -4.34419
H -3.86124 -1.93259 -2.01151
H -3.64474 -3.27326 -3.14744
H -1.20749 -2.91791 -1.55091
H -2.22416 -4.33925 -1.69477
H 0.20909 -0.74382 2.96018
H -1.85609 0.09692 0.16889
H -1.65020 1.65771 -0.60900
H -0.25002 0.63510 1.88513
H 0.25887 2.10186 1.03905
H -1.29874 2.59625 2.92858
H -2.06366 3.01626 1.36126
H 3.73491 0.29148 -0.04700
C -4.84107 0.26868 2.27875
C -4.08277 -0.14614 3.52477
O -4.03578 -1.56204 3.68521
H -5.85825 -0.12477 2.30601
H -4.88326 1.35487 2.19188
H -4.34884 -0.12281 1.38490
H -4.57467 0.23367 4.41963
H -3.06796 0.26532 3.49880
H -3.60003 -1.91257 2.90279
C -4.81206 5.87856 1.09707
C -4.16371 5.39193 -0.18488
O -3.81583 4.01028 -0.12744
H -4.14940 5.70915 1.94604
H -5.04047 6.94339 1.03918
H -5.74450 5.34210 1.28692
H -3.22842 5.91980 -0.36525
H -4.82167 5.57752 -1.04016
H -4.62115 3.50445 0.01988

***

Entry 6:
18
Properties=species:S:1:pos:R:3 method="wB97M-V/def2-TZVPD" largest_force_ev_per_a=1.39 lumo_energy_ha="-0.0104 / -0.0105"
C 2.13678 0.09524 -0.24384
C 0.88200 -0.65071 0.18783
C -0.39448 0.17034 0.16967
C -1.59174 -0.58884 0.54484
C -0.61511 1.02964 -0.93606
C -0.83607 0.56571 1.66537
N -0.72752 0.98568 2.74878
H 2.06745 0.42423 -1.28590
H 3.00416 -0.56624 -0.16654
H 2.31875 0.97289 0.38471
H 1.01648 -1.08626 1.18356
H 0.66910 -1.48157 -0.50335
H -1.53659 -1.53886 1.06381
H -2.56072 -0.12413 0.38259
H -1.45405 -1.08396 -1.34115
H -1.59260 1.50208 -1.03241
H 0.20426 1.61027 -1.34378
H -1.05686 -0.31674 -1.60562

***

Entry 7:
91
Properties=species:S:1:pos:R:3 method="wB97M-V/def2-TZVPD" largest_force_ev_per_a=0.38 charge=-1 lumo_energy_ha=0.0670
Sn -0.57699 0.38114 0.65893
O 4.07163 -4.02097 4.48798
C 2.92487 -4.37408 4.15236
O 2.34045 -5.47169 4.20326
C 2.06593 -3.22610 3.54403
C 0.80134 -3.46292 3.03904
C 0.11754 -2.43023 2.41401
N 0.62305 -1.19406 2.32642
C 1.81676 -0.92944 2.88790
C 2.56699 -1.93797 3.47888
C 2.30496 0.48077 2.86164
C 3.57470 0.83508 3.32329
C 3.96222 2.16155 3.27308
C 3.08590 3.10987 2.76443
C 1.85013 2.67289 2.31963
N 1.47370 1.40035 2.37906
C -1.23960 -2.62766 1.83102
C -1.80059 -3.89426 1.67801
C -3.08555 -4.00636 1.18862
C -3.79802 -2.85565 0.87503
C -3.16317 -1.63958 1.01820
N -1.91538 -1.53040 1.47701
H 0.38676 -4.45416 3.16067
H 3.54457 -1.78142 3.91212
H 4.25747 0.08517 3.69583
H 4.94646 2.45069 3.62172
H 3.35163 4.15733 2.71068
H 1.12569 3.36268 1.89515
H -1.21954 -4.77744 1.89949
H -3.52772 -4.98363 1.04120
H -4.81522 -2.90034 0.51089
H -3.65050 -0.70601 0.75295
Cl -1.49268 0.85635 3.84463
C -2.92152 1.83651 3.85347
C -3.50815 2.08118 5.08393
C -4.65485 2.84803 5.16409
C -5.20752 3.36639 4.00479
C -4.60972 3.11849 2.78145
Cl -5.36246 3.80212 1.37630
C -3.43693 2.34134 2.64512
S -2.73502 2.07417 1.06697
H -3.05325 1.66789 5.97491
H -5.11965 3.03934 6.12306
H -6.10618 3.96824 4.04534
C -3.03779 1.39276 -4.46774
C -1.97393 0.53770 -4.74511
C -1.42012 -0.25189 -3.75205
C -1.89539 -0.19592 -2.42718
C -2.99426 0.63837 -2.17824
C -3.54981 1.42470 -3.17982
N -1.25871 -0.86297 -1.38210
C -0.93722 -2.19308 -1.54836
C -1.70398 -3.08026 -2.34378
C -1.37487 -4.41980 -2.45780
C -0.28059 -4.95205 -1.77713
C 0.48436 -4.10383 -0.98827
C 0.17290 -2.75623 -0.88338
H -3.45719 2.01594 -5.24760
H -1.56583 0.49516 -5.74862
H -0.59862 -0.91727 -3.99387
H -3.40164 0.67145 -1.17531
H -4.38369 2.07667 -2.94358
H -2.57703 -2.69067 -2.85384
H -1.98554 -5.06329 -3.08231
H -0.03318 -6.00370 -1.86281
H 1.33779 -4.49314 -0.44100
H 0.80267 -2.11035 -0.27968
Br -0.35457 6.70143 -2.28341
C 1.10833 5.69313 -2.93487
C 2.10439 6.37906 -3.61865
C 3.19082 5.69172 -4.13514
C 3.28153 4.31777 -3.96612
C 2.29343 3.63868 -3.27248
C 1.19798 4.31601 -2.74872
I -0.24970 3.21115 -1.71102
H 2.01821 7.45065 -3.73882
H 3.96474 6.23324 -4.66528
H 4.12190 3.77076 -4.37519
H 2.36943 2.56773 -3.12432
C 2.96343 -2.16183 -3.44304
N 2.98107 -1.24450 -2.31793
C 3.91950 -1.19436 -1.31329
C 3.47383 -0.24759 -0.43390
N 2.27302 0.26824 -0.86632
C 2.01465 -0.35393 -1.99435
H 3.98305 -2.44702 -3.68990
H 2.51118 -1.67494 -4.30472
H 2.38805 -3.05503 -3.20249
H 4.80047 -1.81574 -1.31575
H 3.95118 0.09624 0.47065
H 1.13324 -0.19235 -2.60193

***

Entry 8:
30
Properties=species:S:1:pos:R:3 method="wB97M-V/def2-TZVPD" largest_force_ev_per_a=5.49 smiles="C[N+]1=CN[C@H]([C@H]2C=C(F)C=C/C2=C/N)C1" charge=+1 lumo_energy_ha=-0.1335
C -0.77717 -1.10439 0.82339
C -1.13702 -0.42874 -1.50766
C -2.27343 -0.78987 1.06185
C -2.25111 0.23302 -1.15299
C -0.39447 -1.19335 -0.60921
C -2.90913 -0.07482 0.07922
C 0.15579 0.02397 1.58236
C 0.00518 1.41603 0.96907
C 1.92145 0.46933 0.21586
C 1.19140 2.46318 -1.02624
C 0.90736 -1.67604 -0.89760
N 1.52689 -0.23807 1.26914
N 1.05016 1.43802 -0.12536
N 1.68683 -2.63274 -0.21873
F -4.15980 0.36003 0.18848
H -0.67723 -2.12611 1.23570
H -0.62565 -0.19596 -2.42870
H -2.78798 -0.85651 2.00498
H -2.61770 0.87398 -1.96861
H -0.17142 0.04443 2.63293
H -0.93322 1.46541 0.51379
H 0.20802 2.16857 1.62986
H 2.77108 0.20041 -0.41136
H 2.17389 2.81801 -1.26992
H 0.66148 2.34951 -1.88778
H 0.60275 3.34983 -0.65917
H 1.43272 -1.34794 -1.75818
H 2.12881 -3.30341 -0.82203
H 1.19749 -3.03051 0.53627
H 2.09404 -0.67527 2.00062

***

Entry 9:
39
Properties=species:S:1:pos:R:3 method="wB97M-V/def2-TZVPD" largest_force_ev_per_a=2.04 lumo_energy_ha="-0.0288 / -0.0284"
C 0.98551 -1.26359 -2.20964
C 0.20907 1.98931 -2.26804
C -0.43813 -1.24220 -1.97880
H 1.21892 -2.09974 -2.89892
C -0.94482 1.77554 -1.63365
H 0.77542 2.89985 -2.01788
H -0.78295 -1.82440 -1.12039
H -1.21560 2.42312 -0.79336
C -1.45828 -0.52681 -2.69761
H -2.32637 -1.21494 -2.78663
H -1.12679 -0.25637 -3.70638
C 1.73314 -0.01097 -2.79092
H 2.37898 -0.36759 -3.60582
H 2.40151 0.37550 -2.01156
C 0.89798 1.15950 -3.32295
H 0.22845 0.83740 -4.12692
H 1.62197 1.84250 -3.79394
C -1.98472 0.73132 -1.93728
H -2.79372 1.17637 -2.54087
H -2.44082 0.40477 -0.98859
Sn 2.10735 -1.38981 0.98145
H 1.48809 -1.52280 -1.19694
Br -1.52392 -3.74879 3.76891
C -0.70367 -2.07491 4.03074
C -0.68339 -1.43105 5.27547
C -0.11604 -0.16238 5.42627
Br 0.14660 0.54651 7.18284
C 0.33165 0.59290 4.30170
C 0.79754 1.92636 4.29242
C 1.25634 2.47467 3.10894
C 1.42702 1.66715 1.97695
N 1.11373 0.35995 1.99632
C 0.39021 -0.11105 3.06079
C -0.00855 -1.47674 2.95400
O 0.45852 -2.17539 1.93806
H -1.10567 -1.93278 6.13328
H 0.77958 2.48881 5.21996
H 1.52954 3.52436 3.03649
H 1.82722 2.05863 1.03751

***

Entry 10:
14
Properties=species:S:1:pos:R:3 method="wB97M-V/def2-TZVPD" largest_force_ev_per_a=2.16 lumo_energy_ha=0.0179
C 0.86183 1.17774 0.67236
C 1.35616 -0.10713 0.08284
C -0.93901 -1.26332 0.31666
H 1.59873 1.67323 1.29482
H -0.08705 1.04817 1.20238
H 0.66063 1.75038 -0.24523
H 0.93307 -2.05464 -0.26128
H -1.30899 -2.10339 0.99385
H -2.34255 0.83865 -1.33317
H -0.71802 0.45810 -1.44861
N 0.46618 -1.15845 -0.01454
N -1.84752 -0.46954 -0.02435
N -1.52340 0.58569 -0.82534
S 2.88996 -0.37550 -0.41037

***

Entry 11:
16
Properties=species:S:1:pos:R:3 method="wB97M-V/def2-TZVPD" largest_force_ev_per_a=3.61 smiles="CC[Se]CC(N)=O" lumo_energy_ha=0.0266
C 1.34727 -2.38629 -0.80075
C -2.05137 1.16166 1.57770
C 1.08993 -0.91069 -0.37624
C -1.07000 0.89903 0.50683
N 2.46680 -2.61261 -1.41382
O 0.49393 -3.22819 -0.67827
Se -0.73700 -1.01947 0.16202
H -1.66145 0.55068 2.33808
H -1.84096 2.18479 1.69925
H -3.06269 0.83128 1.42240
H 1.72772 -0.61648 0.46697
H 1.12151 -0.12660 -1.16360
H -0.11496 1.44072 0.94452
H -1.45626 1.36358 -0.38108
H 3.22482 -1.97787 -1.36825
H 2.82197 -3.45162 -1.75833

***

Entry 12:
12
Properties=species:S:1:pos:R:3 method="wB97M-V/def2-TZVPD" largest_force_ev_per_a=3.83 smiles=C[C@@](O)(Br)CBr lumo_energy_ha=0.0203
C 0.19889 0.92023 0.24842
C -0.68666 -1.46348 0.17998
C 0.24195 -0.42393 -0.46579
O 0.20193 -0.51007 -1.80752
Br -2.49395 -0.92889 0.06819
Br 2.11111 -1.16821 0.11482
H 0.90491 1.65146 -0.00455
H 0.41056 0.89440 1.37569
H -0.75791 1.59200 0.00191
H -0.44137 -2.30801 -0.32364
H -0.27516 -1.72050 1.22105
H -0.11947 0.35040 -2.14673